Formula: C4H2O3
Source: OMol25
Level of theory: ωB97M-V/def2-TZVPD

Geometry (Å):
C  2.298  -0.412  0.256
C  1.319  0.191  -0.240
C  0.102  0.936  -0.081
O  -0.022  2.076  -0.325
C  -1.236  0.203  -0.011
O  -2.293  0.564  0.447
O  -1.324  -1.075  -0.483
H  3.204  -0.898  0.574
H  -2.047  -1.584  -0.136

Computed properties:
Energy above the lowest of the compared OMol25 structures with the same formula, charge and spin = 68.3 kcal/mol
HOMO energy = -10.62 eV
Gap between HOMO and LUMO = 9.6 eV
SMILES string = C#CC(=O)C(=O)O

---

Formula: C4H9NOS2
Source: OMol25
Level of theory: ωB97M-V/def2-TZVPD

Geometry (Å):
C  1.490  0.392  -1.187
N  0.323  -0.574  -1.033
C  -0.077  -0.884  0.364
C  -0.562  -2.364  0.686
O  -0.515  -3.101  -0.242
C  -1.241  0.200  0.431
S  -0.892  1.606  1.711
S  -0.805  3.566  1.257
H  2.481  0.051  -0.721
H  1.702  0.635  -2.288
H  1.226  1.344  -0.802
H  0.484  -1.414  -1.486
H  0.837  -0.552  1.112
H  -0.859  -2.601  1.726
H  -1.451  0.426  -0.670
H  -2.169  -0.104  0.906
H  0.026  3.374  0.237

Computed properties:
Energy above the lowest of the compared OMol25 structures with the same formula, charge and spin = 74.0 kcal/mol
HOMO energy = -8.36 eV
Gap between HOMO and LUMO = 8.7 eV
SMILES string = CN[C@H](C=O)CSS

---

Formula: C50H68ClN3O10PS
Source: OMol25
Level of theory: ωB97M-V/def2-TZVPD

Geometry (Å):
C  -2.464  4.831  -4.175
C  -1.822  4.433  -5.500
C  -1.317  2.992  -5.557
C  -1.208  2.445  -6.982
C  -0.259  1.245  -7.109
C  1.110  1.602  -7.721
C  2.309  0.923  -7.044
C  3.589  1.769  -6.922
C  3.410  3.161  -6.290
C  3.810  3.215  -4.813
C  2.781  2.514  -3.893
C  3.286  1.167  -3.352
C  2.781  0.727  -1.973
C  1.483  -0.085  -1.906
C  0.328  0.375  -2.812
C  -0.585  1.419  -2.241
O  -1.790  1.261  -2.160
Cl  0.122  2.855  -1.531
N  0.969  0.067  -0.465
C  0.289  -1.076  -0.122
N  -1.017  -1.102  -0.171
P  -1.984  -2.599  -0.166
S  -3.801  -2.302  0.317
N  0.974  -2.253  0.142
C  1.377  -2.355  1.580
O  0.642  -3.308  2.270
C  0.134  -2.857  3.539
C  -0.922  -1.771  3.448
C  2.130  -2.284  -0.808
C  1.728  -1.631  -2.130
C  2.742  -1.992  -3.223
C  2.793  -3.498  -3.541
C  3.942  -4.278  -2.876
C  4.655  -5.226  -3.830
H  -1.727  5.160  -3.440
H  -3.013  3.998  -3.739
H  -3.166  5.651  -4.309
H  -2.551  4.564  -6.302
H  -0.991  5.101  -5.730
H  -1.972  2.350  -4.965
H  -0.323  2.934  -5.094
H  -2.208  2.163  -7.315
H  -0.873  3.257  -7.629
H  -0.112  0.794  -6.123
H  -0.736  0.474  -7.714
H  1.219  2.682  -7.716
H  1.103  1.302  -8.769
H  2.026  0.555  -6.053
H  2.557  0.028  -7.618
H  4.276  1.209  -6.281
H  4.080  1.831  -7.892
H  2.369  3.477  -6.356
H  3.976  3.905  -6.851
H  4.789  2.750  -4.694
H  3.920  4.259  -4.519
H  1.897  2.344  -4.509
H  2.508  3.172  -3.073
H  3.103  0.394  -4.093
H  4.371  1.239  -3.272
H  2.662  1.618  -1.356
H  3.555  0.123  -1.497
H  -0.353  -0.468  -2.931
H  0.648  0.648  -3.817
H  1.765  0.203  0.151
H  -1.524  -0.225  -0.283
H  -1.740  -2.996  -1.483
H  -1.233  -3.459  0.624
H  1.261  -1.383  2.067
H  2.439  -2.605  1.581
H  0.954  -2.540  4.187
H  -0.332  -3.730  3.991
H  -1.123  -1.390  4.448
H  -0.606  -0.908  2.859
H  -1.860  -2.149  3.046
H  2.981  -1.734  -0.391
H  2.441  -3.316  -0.933
H  0.782  -2.072  -2.458
H  2.421  -1.480  -4.129
H  3.735  -1.646  -2.943
H  2.906  -3.596  -4.620
H  1.830  -3.955  -3.304
H  3.543  -4.879  -2.054
H  4.655  -3.589  -2.421
H  4.025  -6.080  -4.074
H  5.565  -5.617  -3.377
H  4.937  -4.725  -4.755
C  -1.769  4.027  1.505
C  -2.463  5.156  1.413
C  -3.252  5.659  2.570
O  -3.879  6.691  2.494
C  -3.232  4.855  3.818
C  -2.532  3.727  3.909
C  -1.750  3.227  2.755
O  -1.110  2.193  2.813
H  -1.184  3.615  0.695
H  -2.493  5.757  0.513
H  -3.808  5.242  4.647
H  -2.499  3.132  4.811
C  -6.190  -5.290  2.394
C  -5.082  -4.668  2.788
C  -3.902  -5.431  3.260
O  -2.874  -4.862  3.577
C  -4.003  -6.911  3.295
C  -5.118  -7.532  2.917
C  -6.299  -6.772  2.434
O  -7.308  -7.335  2.076
H  -7.059  -4.759  2.027
H  -4.986  -3.591  2.762
H  -3.129  -7.448  3.637
H  -5.217  -8.609  2.934
C  -1.353  7.258  6.815
C  -0.492  8.175  7.248
C  0.687  7.797  8.071
O  1.472  8.628  8.464
C  0.866  6.356  8.392
C  0.005  5.441  7.957
C  -1.170  5.821  7.135
O  -1.952  4.985  6.731
H  -2.219  7.510  6.215
H  -0.601  9.229  7.029
H  1.730  6.106  8.994
H  0.112  4.386  8.177
C  -1.118  -4.716  7.125
C  -0.050  -4.082  7.596
C  0.739  -4.633  8.729
O  1.714  -4.052  9.151
C  0.285  -5.919  9.317
C  -0.787  -6.552  8.850
C  -1.572  -6.001  7.718
O  -2.548  -6.576  7.289
H  -1.713  -4.333  6.304
H  0.298  -3.141  7.188
H  0.875  -6.299  10.141
H  -1.138  -7.488  9.264

Computed properties:
HOMO energy = -11.72 eV
Net charge = +1
Gap between HOMO and LUMO = 7.9 eV

---

Formula: C8H6O6
Source: OMol25
Level of theory: ωB97M-V/def2-TZVPD

Geometry (Å):
C  1.418  0.061  0.730
C  0.988  1.131  -0.246
C  2.547  0.438  1.288
C  2.016  1.963  -0.372
C  0.186  -0.681  0.283
C  -0.179  0.330  -0.523
C  -0.920  -1.747  0.284
C  -1.495  0.016  -1.157
O  2.950  1.646  0.606
O  -1.799  -1.306  -0.804
O  3.289  0.116  2.294
O  2.400  3.039  -1.000
O  -1.638  -1.801  1.463
O  -2.505  1.001  -0.938
H  -0.402  -2.818  0.036
H  -1.528  -0.044  -2.300
H  4.141  0.735  2.345
H  3.297  3.212  -0.974
H  -2.108  -0.924  1.585
H  -2.397  1.279  -0.037

Computed properties:
Energy above the lowest of the compared OMol25 structures with the same formula, charge and spin = 0.0 kcal/mol
HOMO energy = -8.31 eV
Gap between HOMO and LUMO = 8.6 eV

---

Formula: C6H11Cl3CuF2N3O4S2
Source: OMol25
Level of theory: ωB97M-V/def2-TZVPD

Geometry (Å):
Cu  -0.306  2.781  -1.396
C  3.094  -4.288  0.659
C  2.364  -3.436  -0.362
N  1.850  -2.192  0.236
C  2.557  -1.243  0.935
C  1.661  -0.269  1.248
N  0.438  -0.607  0.717
C  0.598  -1.759  0.078
C  -0.740  0.213  0.660
H  3.232  -5.297  0.268
H  2.523  -4.383  1.584
H  4.079  -3.934  0.964
H  1.528  -3.958  -0.820
H  2.972  -3.076  -1.193
H  3.540  -1.353  1.353
H  1.757  0.687  1.744
H  -0.174  -2.329  -0.408
H  -0.496  1.025  0.007
H  -1.059  0.565  1.638
H  -1.538  -0.384  0.226
Cl  0.083  0.377  -2.813
Cl  1.626  3.064  0.587
Cl  0.282  4.900  -3.245
N  -2.433  2.629  -0.853
S  -3.738  1.778  -0.741
O  -4.930  2.299  -1.385
O  -3.888  0.883  0.405
F  -3.324  0.654  -1.843
S  -3.009  3.846  0.162
O  -3.614  3.463  1.416
O  -3.393  5.065  -0.489
F  -1.540  4.281  0.663

Computed properties:
HOMO energy = -1.55 eV
Net charge = -2
Gap between HOMO and LUMO = 5.0 eV

---

Formula: C5H9ClS
Source: OMol25
Level of theory: ωB97M-V/def2-TZVPD

Geometry (Å):
C  -0.196  -0.100  -2.268
C  0.024  -0.756  -1.284
C  0.308  -1.572  -0.106
S  1.987  -1.336  0.570
H  -0.391  0.487  -3.135
H  -0.370  -1.307  0.712
H  0.143  -2.626  -0.327
H  2.640  -1.632  -0.568
C  -1.019  1.374  2.108
C  -0.288  1.108  0.808
Cl  -1.403  1.167  -0.594
H  -1.484  2.364  2.102
H  -1.797  0.626  2.281
H  -0.316  1.333  2.945
H  0.172  0.124  0.799
H  0.488  1.854  0.620

Computed properties:
Energy above the lowest of the compared OMol25 structures with the same formula, charge and spin = 81.0 kcal/mol
HOMO energy = -8.23 eV
Gap between HOMO and LUMO = 9.0 eV
SMILES string = C#CCS.CCCl

---

| no. | E (Ha) |
| --- | --- |
| 1 | -379.2318 |
| 2 | -1084.0783 |
| 3 | -4062.0507 |
| 4 | -759.6892 |
| 5 | -4717.6910 |
| 6 | -1054.1428 |